No. 1
Here is C5H3NO in the gas phase at a distorted geometry from OMol25. Energies are from ωB97M-V with the def2-TZVPD basis set.

The geometry in XYZ format:
```
10
Properties=species:S:1:pos:R:3:lowdin_charge:R:1
N -1.6763 -1.1924 -0.0183 0.0784
H 1.6585 0.0173 -0.9934 0.1225
C 2.6396 0.9120 0.5148 0.2074
H 0.1827 -2.1131 0.2098 0.1311
C 1.5408 0.4207 0.0168 -0.2432
O -2.0421 0.1332 -0.0910 -0.0314
C 0.1305 0.1318 0.2379 -0.2518
C -0.3868 -1.1905 0.1636 -0.0989
H -1.0887 1.9741 -0.0771 0.1428
C -0.9582 0.9070 0.0370 -0.0569
```

Calculated values
- E_LUMO: -0.83 eV
- Energy relative to the best compared isomer or geometry (same formula, charge and spin): 470.75 kJ/mol
- HOMO-LUMO gap: 9.337 eV

No. 2
Here is a molecular structure, C6H8O6V at a distorted geometry from OMol25. Energies are from ωB97M-V with the def2-TZVPD basis set.

The geometry in XYZ format:
```
21
Properties=species:S:1:pos:R:3:mulliken_spin:R:1
O -6.2792 0.8132 -0.4326 0.0000
V 4.3337 0.2793 -3.0577 4.0110
O -4.5641 -0.6019 -0.0671 -0.0001
O 0.6506 -1.3037 -0.9251 -0.0010
H -3.5863 1.0686 -0.7956 0.0000
C -0.1296 -0.4989 -0.2758 -0.0015
H -1.1972 0.5070 0.0890 -0.0001
O 2.5811 0.3527 -0.9069 0.0163
C 2.5428 -0.7275 -1.4230 -0.0321
C -5.7628 -0.1000 0.1664 0.0000
H 0.4218 0.1553 0.4314 -0.0003
H -2.7278 -1.7656 -1.6216 -0.0002
H -1.7762 -1.5747 0.6364 0.0002
H -4.3736 0.0364 -2.0195 0.0000
C -3.7857 0.0296 -1.0927 0.0004
O -6.2516 -0.6647 1.2647 0.0000
C -2.4936 -0.7429 -1.2941 -0.0004
O 3.1984 -1.1846 -2.3350 0.0070
C -1.5762 -0.7781 -0.0878 0.0006
H -1.9828 -0.2414 -2.1313 0.0002
H -7.1037 -0.2645 1.4783 0.0000
```

Calculated values
- E_LUMO (alpha / beta): -5.04 / -4.93 eV
- Expectation value of S²: 6.002
- Multiplicity: 5
- Energy relative to the best compared isomer or geometry (same formula, charge and spin): 313.36 kJ/mol
- HOMO-LUMO gap (alpha / beta): 6.608 / 8.168 eV
- Net charge: +1

No. 3
Here is 2 unconnected molecules or ions with the total composition C6H14N3O at a distorted geometry from OMol25. Energies are from ωB97M-V with the def2-TZVPD basis set.

The geometry in XYZ format:
```
24
Properties=species:S:1:pos:R:3:lowdin_charge:R:1
N -1.4700 -1.5235 0.8761 0.0379
H -1.7120 -0.0122 -2.1692 0.0820
H -2.7241 0.8143 1.3862 0.0819
H -3.8409 0.0235 0.2494 0.0851
N -0.5437 -0.4844 0.5923 -0.0295
C 3.5036 -0.4564 -0.1618 -0.0891
H -2.8313 -1.3081 -1.7470 0.0846
N 2.7024 0.4661 0.1018 -0.0933
C 2.2000 1.3823 -0.9180 0.0385
H -1.9429 -1.5258 1.7848 0.1644
H -1.0784 -1.6081 -1.7639 0.0762
H 1.1122 1.2857 -0.9568 0.1044
H 2.5920 -0.0121 2.1530 0.1134
H 2.1627 1.6566 1.7212 0.1123
H 1.0287 0.3192 1.3332 0.0423
C -1.7687 -0.4479 -0.0794 -0.6023
C -2.8681 0.5004 0.3536 -0.0212
H 2.6306 1.1584 -1.8921 0.1158
H -1.2768 -2.4652 0.5223 0.1615
O 4.2763 -1.2808 -0.3629 0.3476
H -2.8494 1.3844 -0.2788 0.0841
C 2.0883 0.6129 1.4211 0.0132
H 2.4630 2.4014 -0.6349 0.1159
C -1.8536 -0.8809 -1.5300 -0.0257
```

Calculated values
- E_LUMO: -4.18 eV
- Energy relative to the best compared isomer or geometry (same formula, charge and spin): 300.64 kJ/mol
- HOMO-LUMO gap: 6.892 eV
- Net charge: +1

No. 4
Here is a gas-phase ion, C5H9ClN4O2 (charge +2) at a distorted geometry from OMol25. Energies are from ωB97M-V with the def2-TZVPD basis set.

The geometry in XYZ format:
```
21
Properties=species:S:1:pos:R:3:lowdin_charge:R:1
N 1.5026 -2.5686 1.2520 0.2258
H 0.7545 -3.1482 0.9403 0.1274
C -1.5512 -0.5824 -1.6604 0.0390
N 0.8227 -0.9989 1.0907 -0.0200
H 1.8112 -2.7283 2.2879 0.1627
C -1.2656 1.6985 0.7335 -0.1778
H 0.4790 2.7737 -0.9781 0.1051
H -1.7437 0.1535 -2.4221 0.1055
C 1.5042 0.1118 1.7027 -0.7495
Cl 2.8452 -0.4772 2.6412 0.8560
N -0.8381 1.3090 -0.3428 0.0336
C -0.6767 -0.1613 -0.6209 -0.2235
H 2.4174 -2.8639 0.6377 0.2432
H -0.4589 1.9024 -2.3364 0.1255
H -2.3823 -0.8682 -1.1653 0.0854
N -0.0192 -0.8794 0.1455 0.1568
H -1.0730 -1.3857 -2.2633 0.1425
C -0.4431 2.3801 -1.3341 0.1020
O 1.2016 1.2554 1.5077 0.1246
H -1.1105 3.1882 -1.5137 0.1125
O -1.7759 1.8893 1.6979 0.4233
```

Calculated values
- Structure (SMILES): C/C(=N/N([NH3+])C(=O)Cl)[N+](C)=C=O
- E_LUMO: -9.10 eV
- Energy relative to the best compared isomer or geometry (same formula, charge and spin): 208.62 kJ/mol
- HOMO-LUMO gap: 9.462 eV
- Net charge: +2

No. 5
Here is a molecular structure, C30H44FeN4P2Si at a distorted geometry from OMol25. Energies are from ωB97M-V with the def2-TZVPD basis set.

The geometry in XYZ format:
```
82
Properties=species:S:1:pos:R:3:mulliken_spin:R:1
H 1.6840 -1.9562 3.3787 -0.0003
H 5.2765 8.2734 -4.3616 0.0000
C 2.7517 1.4059 -1.1040 0.0436
H 1.8101 11.5055 -1.6191 0.0000
H 1.9729 7.2413 -7.9706 0.0000
H 7.9808 5.1677 -3.7259 -0.0001
H 10.2686 6.0298 0.1611 0.0000
H 1.7142 8.7715 -1.4720 0.0001
H 8.5412 6.8154 2.1259 0.0000
C 2.2609 10.8008 -2.2925 0.0000
H 2.0589 -0.2685 2.9617 0.0010
H 4.0880 9.7421 -4.8578 0.0000
H 1.5230 5.0415 -4.2100 -0.0010
H 2.9866 0.1577 0.6902 -0.0359
H 1.6000 0.4658 -3.4173 -0.0013
C -0.4483 -2.8446 1.1964 0.0231
H 7.9377 2.8718 -5.1251 0.0001
C 0.2219 1.8673 -1.4331 0.0313
C 2.2041 9.4200 -2.1836 0.0001
C 1.9463 -1.0369 -0.7405 0.0682
P 5.6655 5.6483 -1.6809 -0.0012
H 3.3251 8.4432 -5.9929 0.0000
C 5.1036 7.2841 -3.9165 0.0001
C 2.0269 6.9075 -6.9412 0.0000
H 5.1943 6.5474 -4.7302 0.0000
H -1.1316 0.3742 -2.1436 -0.0187
H -1.7985 1.0031 1.3903 0.0333
C 3.4698 9.9047 -3.9895 0.0000
C -1.1723 -0.6983 3.2941 0.0111
N 2.5451 6.8580 -4.7329 -0.0005
H 0.8122 5.0152 -6.8718 0.0000
H -1.9369 0.6865 -0.3337 -0.0043
H -0.5980 2.5434 -1.1717 -0.0310
C 8.2750 6.4360 1.1561 0.0000
H -2.2269 -0.6480 2.9911 0.0001
C -0.0808 0.6584 -2.0630 -0.0023
H 5.9270 1.3497 -4.0454 0.0004
H 1.5813 3.0865 -0.3834 0.0205
C 0.8490 -0.1539 -2.9026 0.0495
H -2.2257 -0.6096 0.7807 -0.0021
Si -0.0510 -1.0949 1.8157 -0.1096
H -1.4523 -2.8999 0.7542 0.0033
C 8.4320 5.6183 -0.9641 -0.0001
C -1.5674 0.2630 0.6168 -0.0180
C 6.1652 7.0295 -2.8346 0.0001
H 6.0203 6.4583 1.0946 0.0001
N 7.0731 5.7263 -0.6304 0.0004
N 6.3008 4.3226 -2.6341 -0.0005
C 7.3139 4.3297 -3.6001 -0.0003
H 2.0564 -1.9276 -0.1102 -0.0078
N 2.9563 8.8571 -3.2194 0.0001
C 6.9914 6.2661 0.6629 0.0002
C 1.7628 5.7283 -5.0098 0.0018
H 3.1711 1.1664 -2.0947 -0.0012
H 3.5496 1.9499 -0.5729 0.0281
C 2.7295 7.5528 -5.9348 0.0001
H 2.4682 -1.6074 -2.7368 -0.0106
C 3.0647 11.1115 -3.4360 0.0000
C 7.2899 3.1255 -4.2930 0.0000
H 2.4796 -1.5748 1.8420 -0.0018
H -0.9091 0.2756 3.7294 0.0002
H 4.8207 2.8849 -2.0565 0.0085
C 1.5703 -1.3214 -2.1562 0.1359
H -1.0841 -1.4573 4.0809 0.0001
H 0.2433 -0.6238 -3.6980 0.0056
H 7.1354 6.8674 -3.3243 0.0000
H 8.7562 5.2580 -1.9218 0.0000
H 0.2689 -3.1843 0.4360 -0.0023
C 6.2317 2.3347 -3.7293 -0.0011
H 6.2878 7.9146 -2.1889 0.0000
C 2.4924 0.1745 -0.2878 0.1955
Fe 0.3524 0.3578 0.1008 3.4492
H 1.8402 3.1004 -2.1133 0.0398
H 3.3581 12.0867 -3.7976 0.0000
P 3.3811 7.1194 -3.2207 -0.0001
H 0.9139 -2.2100 -2.1893 -0.0145
C 1.7178 -1.2294 2.5527 0.0232
C 1.5921 2.4350 -1.2710 0.1037
C 5.6442 3.0901 -2.7245 -0.0094
C 9.1898 6.0282 0.1234 0.0000
C 1.4111 5.7456 -6.3540 0.0010
H -0.4034 -3.5534 2.0371 -0.0032
```

Calculated values
- E_LUMO (alpha / beta): 0.35 / 0.03 eV
- Expectation value of S²: 6.045
- Multiplicity: 5
- Energy relative to the best compared isomer or geometry (same formula, charge and spin): 0.00 kJ/mol
- HOMO-LUMO gap (alpha / beta): 5.295 / 7.867 eV

No. 6
Here is 3 unconnected molecules or ions with the total composition C16H40FN8O4P2 at a distorted geometry from OMol25. Energies are from ωB97M-V with the def2-TZVPD basis set.

The geometry in XYZ format:
```
71
Properties=species:S:1:pos:R:3:lowdin_charge:R:1
N -4.5100 1.2340 -1.9884 -0.2920
H 5.0220 -1.5778 4.1221 0.0733
H 3.4654 1.0878 -0.7999 0.0808
H -0.5286 -0.4351 -1.8680 0.0684
C -1.4714 -0.0236 -1.5021 -0.1153
H 1.5513 0.2419 0.8607 0.0847
C -5.3344 1.0520 -0.7791 -0.1165
H 6.2809 -0.5515 0.2851 0.0399
H 6.0929 -2.7626 3.3418 0.0791
P 3.8291 -1.5781 1.6886 0.6124
C -1.9607 0.6061 -3.7663 -0.1395
O -4.9679 -0.1263 2.3060 0.1301
O -2.1455 -1.7451 1.1081 0.0218
H -2.5724 4.7957 -4.1242 0.0751
H -3.4832 -2.2658 2.9818 0.1243
H 4.9488 -2.4977 -0.9086 0.0672
C -3.8038 4.5820 -2.0108 -0.1568
O -2.3702 2.7405 -0.5508 -0.2560
N -1.5165 0.1397 2.2659 0.0443
H 5.0306 0.4131 -0.4660 0.0443
P -3.0433 2.0763 -1.6765 0.6192
H -2.2071 -0.8333 -1.4366 0.0790
N -1.9219 1.0532 -2.3939 -0.3045
H 4.1349 1.2279 0.8348 0.0912
H 0.5748 -0.7003 4.7815 0.0069
H 3.2241 -4.1793 2.5226 0.0769
C 1.9260 -0.5484 0.2054 -0.1227
H -5.7885 1.9913 -0.4380 0.0807
H -2.3163 3.1409 -4.5830 0.0444
H 1.4225 -1.4700 0.5021 0.0815
H -4.3180 5.2710 -2.6885 0.0763
C 4.1951 -3.1800 -0.5237 -0.1414
H 7.3540 -0.5662 1.6564 0.0815
C 0.0083 -0.9008 3.8825 -0.0938
H -4.7729 1.6072 -4.0505 0.0670
C -2.1896 -0.9904 2.0624 -0.6093
H -0.1578 -1.9471 3.6455 0.0213
N 3.3871 -0.6985 0.2686 -0.3155
H 2.1665 -4.0307 1.1145 0.0833
O 2.9542 -1.0015 2.7162 -0.2461
H 3.2520 -2.9810 -1.0412 0.0814
H 6.6920 -1.1434 3.7738 0.0768
H 6.8998 -2.0983 0.8877 0.0813
H -5.8254 2.5819 -3.0123 0.0761
H 0.0579 1.0659 3.1830 0.0811
H -2.1220 1.4185 -4.4642 0.0370
N -3.3451 3.4208 -2.7590 -0.3213
C -4.2060 -0.4140 3.1781 -0.5193
H -4.5131 4.2887 -1.2351 0.0720
H 1.6359 -0.3267 -0.8242 0.0699
H -6.1147 0.8414 -3.2153 0.0801
C -2.3293 3.8079 -3.7246 -0.1409
H -2.7278 -0.1640 -3.9487 0.0831
N 5.4207 -1.1631 2.1086 -0.3109
H -4.7320 0.6559 0.0374 0.0590
H 4.5205 -4.1955 -0.7712 0.0795
H -2.9837 5.1156 -1.5166 0.0806
N -3.1438 -1.3246 3.1478 0.1338
H -0.9892 0.1733 -4.0180 0.0815
C -5.3383 1.6067 -3.1211 -0.1465
H -6.1310 0.3324 -0.9733 0.0797
H -1.3180 3.8505 -3.2974 0.0903
N 4.0932 -3.1039 0.9249 -0.2987
F -4.3257 0.1819 4.3824 0.0944
C 4.0426 0.5649 -0.0354 -0.1327
C 5.8275 -1.6949 3.3976 -0.1384
H 3.5518 -5.1412 1.0864 0.0727
C 6.5281 -1.1035 1.1827 -0.1381
C 3.2074 -4.1645 1.4317 -0.1289
C -0.4765 0.1155 3.1279 -0.3394
H -1.2959 0.3463 -0.4900 0.0595
```

Calculated values
- E_LUMO: 2.61 eV
- HOMO-LUMO gap: 5.358 eV
- Net charge: -1